# 1
The following is a quantum chemistry calculation of the molecule C17H18N2O3S, from the OMol25 dataset.

The geometry in ORCA input format:
```
! wB97M-V def2-TZVPD RIJCOSX def2/J DEFGRID3
* xyz 0 1
C 5.9360 -2.7502 3.2639
H -3.7394 4.2938 1.8206
H -3.5428 2.0118 0.9021
C 0.8429 -2.5885 -0.5269
O 2.3071 -0.8077 1.8401
C -1.1240 3.5141 -0.9396
C -1.0239 -1.4068 -1.5130
C -2.9064 2.8045 0.5348
H -0.5072 3.0678 -2.9303
H 0.4699 2.3046 -1.6839
H -0.0914 -1.1140 2.2479
H 0.6503 4.0385 -2.0048
H -0.6093 5.5765 -0.7787
H 6.6770 -2.7750 2.4654
H -3.0133 -1.0710 -2.1498
C -2.1976 5.0858 0.5578
C -1.2620 4.7951 -0.4171
C 2.3174 -1.9408 2.2541
C -2.0013 -0.7356 -2.3949
H 5.7452 -3.7640 3.6063
C 0.0126 -2.1302 1.8467
H -0.7979 -2.7565 2.2300
C -0.0489 -2.0596 0.3517
H 1.7341 -3.1455 -0.3234
H -1.9530 0.4547 -0.2496
H -1.7996 -0.9617 -3.4415
C -3.0161 4.0820 1.0474
H 3.3133 -3.6758 3.0944
C -1.9989 0.8026 -2.2344
H -2.2800 6.0904 0.9447
C 3.4913 -2.6668 2.7546
C -1.9843 2.5203 -0.4671
H 6.3627 -2.1701 4.0816
H 4.7875 -1.0816 2.4202
O 1.2132 -2.7156 2.3173
S 0.3720 -2.2445 -2.1448
C -0.0612 3.2188 -1.9475
N -1.0897 -1.4021 -0.2234
N -1.9323 1.1919 -0.9480
C 4.6949 -2.0991 2.7795
O -2.0912 1.5294 -3.1960
*
```

Output
ΔE to the lowest compared entry with this formula, charge and spin (kcal/mol): 13.1
Kohn-Sham gap (hartree): 0.3370
SMILES: C/C=C/C(=O)OCc1csc(CC(=O)Nc2ccccc2C)n1
Maximum force (eV/A): 0.979
Energy (hartree): -1392.05561
Highest occupied orbital energy (eV): -8.592

Mulliken population analysis, charges in e, atoms 1 to 5: C -1.16; H 0.38; H 0.44; C -0.11; O -0.60



# 2
The following is a quantum chemistry calculation of C17H36BiGeN4OS as an isolated structure, from the OMol25 dataset.

The geometry in ORCA input format:
```
! wB97M-V def2-TZVPD RIJCOSX def2/J DEFGRID3
* xyz 3 1
C -4.1915 1.2218 -2.0410
H -3.4311 -0.3841 2.0087
H 0.9769 -0.2878 1.9254
H -4.2134 2.4510 2.8802
H 2.5521 -0.4408 3.7190
H -4.0693 1.6067 -1.0150
H 5.6111 1.9233 1.2998
H -4.8827 0.1098 2.8541
Bi 2.4315 -0.4303 -0.5601
C 0.9240 -3.3962 -0.9879
H 3.7417 -1.0566 2.5810
H 4.2163 1.3138 3.0102
H 5.1200 -1.7410 -0.6634
H -3.8693 2.9626 -3.2706
H -1.2122 0.3307 -2.8830
H -2.0563 3.0354 -1.6507
C -2.5591 2.3792 1.5452
C 5.0274 1.3591 0.5707
H 5.5285 -0.6073 1.3219
H 1.6706 -1.7674 1.8104
H 2.5432 1.7543 2.7275
H -3.2766 1.4733 -3.9740
H -5.2581 1.2822 -2.2563
H -0.0873 1.3847 -2.0062
C -0.5573 -5.1180 -1.7773
C 0.6953 -4.7130 -1.3650
N 1.8553 -0.7685 1.7295
H 5.0851 1.9029 -0.3751
C 2.9110 -0.3599 2.6939
H 1.5254 -5.4066 -1.3406
C -1.3240 1.5189 1.1417
C -3.3610 2.0279 -3.0368
H 3.1516 2.1512 0.6866
C 5.6125 -0.0289 0.4026
C -1.5797 -4.1783 -1.8487
C -3.4563 1.7218 2.5916
Ge -1.6871 0.4137 -0.4084
N -0.1036 -2.5167 -1.0177
N 3.5957 1.2825 0.9698
C -1.3230 -2.8876 -1.4741
H -2.0593 -2.1073 -1.5202
H -1.4125 2.9151 -3.2711
C -4.1418 0.4388 2.1271
H -2.5664 -4.4389 -2.2044
C -1.1409 1.1140 -2.1259
H -3.1569 2.6540 0.6732
H -0.7309 -6.1471 -2.0644
H -3.9397 0.1580 -2.0604
H 5.1750 -0.4019 -1.5798
C 3.3356 1.0730 2.4138
H -2.1674 3.3158 1.9441
N 4.8692 -0.7530 -0.6711
O 0.0861 -1.2262 -0.6046
H -2.6474 -0.7453 -0.2261
H -4.6666 0.5900 1.1792
H 6.6721 0.0477 0.1606
H -1.0171 0.9009 1.9907
S 2.5558 -2.9514 -0.5143
H -2.8662 1.5184 3.4900
C -1.9668 2.3629 -2.5117
H -0.4905 2.1650 0.8575
*
```

Output
ΔE to the lowest compared entry with this formula, charge and spin (kcal/mol): 0.2
Kohn-Sham gap (hartree): 0.3112
Maximum force (eV/A): 0.447
Energy (hartree): -3652.34260
Highest occupied orbital energy (eV): -18.029

Mulliken population analysis, charges in e, atoms 1 to 5: C -0.89; H 0.13; H 0.16; H 0.41; H 0.43



# 3
The following is a quantum chemistry calculation of the molecule C7H10O, from the OMol25 dataset.

The geometry in ORCA input format:
```
! wB97M-V def2-TZVPD RIJCOSX def2/J DEFGRID3
* xyz 0 1
H 0.0951 -0.2746 1.4539
H -2.5407 -0.9321 1.4808
H -3.2940 1.1955 0.1264
C -1.1762 1.3128 -0.5348
H 1.4659 1.4287 1.2210
C -0.3052 -0.7775 0.5487
O 2.1239 0.8238 0.9078
H -2.2290 -1.3996 -0.1833
H -1.0315 2.3404 -0.9188
C 1.8552 0.1570 -0.1832
C -1.9637 -0.6295 0.5428
H -0.0647 -1.8370 0.4670
C 0.1563 0.2090 -0.5312
C 2.7890 -0.5030 -0.8321
H 2.6509 -1.1398 -1.7367
H 3.7795 -0.5443 -0.3104
C -2.2462 0.7249 -0.0231
H -0.0646 -0.1545 -1.4948
*
```

Output
ΔE to the lowest compared entry with this formula, charge and spin (kcal/mol): 81.2
Kohn-Sham gap (hartree): 0.3545
SMILES: C=C(O)[C@@H]1C=CCC1
Maximum force (eV/A): 5.384
Energy (hartree): -347.83375
Highest occupied orbital energy (eV): -8.789

Mulliken population analysis, charges in e, atoms 1 to 5: H 0.28; H 0.33; H 0.30; C -0.83; H 0.39



# 4
The following is a quantum chemistry calculation of a 19-piece molecular cluster, H39O19 overall, from the OMol25 dataset.

The geometry in ORCA input format:
```
! wB97M-V def2-TZVPD RIJCOSX def2/J DEFGRID3
* xyz 1 1
H 0.2585 -0.4920 1.5824
H 0.2833 -1.0337 -3.7024
H -3.7300 -0.9622 3.2233
H -2.5883 3.3862 -1.1606
H 1.6190 3.2128 1.7450
H -2.1721 -3.7562 -2.5225
H 1.7860 -3.0805 -2.2462
O 2.2335 2.4679 1.6657
O -0.6596 -4.1493 -0.4205
H 4.4681 1.6940 -1.4682
H -0.2138 1.8692 4.2743
H 0.1592 -3.5994 -0.5693
H 2.2882 -1.5926 -0.3437
O -1.9868 -2.9254 -3.0256
H 0.0703 -2.9442 2.0675
H 0.4366 1.9337 -3.2213
H -3.0301 1.4744 2.3906
H -3.9358 1.0729 -0.6246
H -1.8461 -1.5562 -0.7412
H -1.6398 4.6399 -1.2883
H -2.3712 -1.0107 2.3278
O 0.4826 -0.1759 2.4688
O -0.0807 1.8030 -2.4286
O 0.4692 -0.2215 -4.1737
H 0.3384 -0.6179 -1.2391
H 3.3678 1.0270 1.6674
H -1.4905 -2.7927 0.1690
H 3.7095 -1.1415 -0.5246
H -0.9276 2.1976 -2.7070
O -1.4866 -1.7819 0.1485
O -3.4684 1.8432 -0.9510
H -0.3028 -5.0307 -0.2038
O -1.7067 3.7604 -0.9243
O -2.9354 -0.5206 2.9496
H 2.0665 2.1777 0.7540
O 0.9805 -2.8192 2.3268
O 3.1809 -1.6594 0.1239
O 1.2255 -0.4615 -0.8844
H 2.0933 0.2522 2.4177
H 0.3974 0.6898 -0.0133
O 1.0236 -2.5888 -1.9324
H -2.9100 -2.5957 -3.2088
H 3.0830 -0.5963 1.0848
O -0.1326 1.4769 0.1600
O -3.5931 2.2395 2.6522
H 4.3973 2.2052 0.1238
H 0.3675 -2.8970 -2.6176
H 1.4228 -3.6307 2.0818
H -0.4052 2.2497 -0.3266
O -0.0115 2.8513 3.9684
H -3.9550 2.1185 -1.7853
H -0.4078 0.1951 -4.1660
H 0.1436 0.7497 2.3221
H 0.5220 2.5075 3.2132
H 1.6392 0.1388 -1.5113
O 3.0070 0.1617 1.8492
O 4.1047 1.6147 -0.5954
H -3.6378 2.6233 1.7695
*
```

Output
ΔE to the lowest compared entry with this formula, charge and spin (kcal/mol): 62.9
Kohn-Sham gap (hartree): 0.3440
Maximum force (eV/A): 4.343
Energy (hartree): -1452.63794
Highest occupied orbital energy (eV): -12.357

Mulliken population analysis, charges in e, atoms 1 to 5: H 0.17; H 0.25; H 0.24; H 0.33; H 0.38



# 5
The following is a quantum chemistry calculation of a 2-piece molecular cluster, C8H20 overall, from the OMol25 dataset.

The geometry in ORCA input format:
```
! wB97M-V def2-TZVPD RIJCOSX def2/J DEFGRID3
* xyz 0 1
C -12.6041 15.6500 6.0475
H -13.5267 12.3177 5.5540
H -11.2520 12.0266 6.2929
H -13.1525 15.9081 5.1259
H -12.9170 10.4931 -0.7274
C -10.9686 6.9894 -0.0625
H -11.4068 12.0100 4.5082
H -12.8232 8.1948 -1.4590
C -10.9628 8.5056 -0.4000
C -13.0997 14.2848 6.5626
C -11.9156 8.8227 -1.5457
H -11.9518 6.6506 0.3052
H -11.3806 8.5159 -2.4650
H -10.2059 6.7443 0.6957
C -12.8712 13.2078 5.4958
H -11.5297 15.5770 5.8088
H -12.8368 10.5481 -2.5163
H -12.7472 16.4613 6.7809
H -9.9494 8.8979 -0.6114
H -12.5771 13.9720 7.4870
H -10.7495 13.4559 5.3369
H -11.3806 10.9230 -1.5425
H -12.9957 13.6524 4.4896
H -10.7318 6.4410 -0.9898
H -11.3332 9.0059 0.5154
H -14.1870 14.2722 6.7699
C -11.4900 12.6415 5.4087
C -12.2783 10.2848 -1.6023
*
```

Output
ΔE to the lowest compared entry with this formula, charge and spin (kcal/mol): 9.7
Kohn-Sham gap (hartree): 0.4478
SMILES: CCCC.CCCC
Maximum force (eV/A): 1.368
Energy (hartree): -316.78809
Highest occupied orbital energy (eV): -11.199

Mulliken population analysis, charges in e, atoms 1 to 5: C -1.06; H 0.30; H 0.31; H 0.30; H 0.30